Computed, not measured: a cluster of 2 separate species, C4H4O in total, with ωB97M-V with the def2-TZVPD basis set.

Each line ends with the Mulliken charge.
Cartesian coordinates (Å):
C 0.203 0.134 1.451  -0.085
C -0.480 -1.104 -1.593  1.019
C 1.037 1.078 1.155  -0.514
C -1.007 -0.656 -0.491  -1.291
O 0.042 -1.494 -2.550  -0.340
H 1.265 1.552 0.212  0.273
H 1.648 1.453 1.968  0.268
H -1.344 0.362 -0.420  0.363
H -1.364 -1.326 0.268  0.306

Summary:
**Relative energy (zero: lowest compared OMol25 entry of this formula, charge and spin)**: 4.355 eV
**Charge**: 0


Computed, not measured: a cluster of 8 separate species, C16H13Cl28N4 in total, with ωB97M-V with the def2-TZVPD basis set.

Each line ends with the Mulliken charge.
Cartesian coordinates (Å):
N 4.376 2.598 0.553  -0.142
C 3.067 2.456 0.619  0.243
N 2.289 2.962 -0.434  -0.221
C 0.836 2.713 -0.194  -0.438
C 0.593 1.210 0.205  -0.385
C 1.584 0.706 1.344  0.487
C 2.224 -0.641 0.899  0.287
C 2.245 -1.793 1.836  -0.725
C 2.824 -3.040 1.345  -0.352
N 3.348 -3.283 0.106  -0.604
C 3.344 -2.203 -0.718  -0.640
C 2.813 -0.864 -0.431  -0.205
N 2.570 1.740 1.773  -0.168
H 4.945 2.014 1.166  0.288
H 4.787 3.310 -0.051  0.282
H 2.559 2.569 -1.341  0.318
H 0.471 3.421 0.595  0.017
H 0.302 2.901 -1.162  0.373
H 0.617 0.546 -0.699  0.311
H -0.465 1.141 0.596  0.033
H 0.950 0.477 2.249  0.501
H 1.838 -1.718 2.873  0.477
H 2.812 -3.906 2.060  0.383
H 3.753 -2.366 -1.740  0.567
H 2.851 -0.042 -1.179  0.377
H 2.007 2.432 2.307  -0.019
C -2.806 2.009 -2.228  0.216
Cl -4.068 2.284 -3.435  -0.078
Cl -3.341 0.760 -1.091  0.058
Cl -1.316 1.472 -3.034  -0.053
Cl -2.492 3.518 -1.345  -0.090
C -5.810 -2.509 -1.156  0.211
Cl -6.648 -1.433 -2.288  -0.089
Cl -4.449 -3.292 -1.984  -0.095
Cl -5.202 -1.565 0.217  0.055
Cl -6.935 -3.745 -0.569  -0.092
C -1.184 3.523 3.829  0.270
Cl -1.841 5.116 4.220  -0.065
Cl -2.163 2.768 2.561  -0.011
Cl 0.491 3.698 3.245  -0.192
Cl -1.198 2.504 5.275  -0.067
C 6.152 0.193 -2.325  0.354
Cl 7.188 1.199 -1.289  -0.115
Cl 5.394 -1.087 -1.348  -0.048
Cl 4.882 1.206 -3.049  -0.126
Cl 7.128 -0.533 -3.608  -0.078
C -4.639 -1.095 4.071  0.283
Cl -4.930 -2.731 3.465  -0.054
Cl -3.339 -1.135 5.277  -0.112
Cl -4.158 -0.036 2.725  -0.037
Cl -6.118 -0.467 4.815  -0.079
C -1.884 0.308 -6.809  0.310
Cl -2.844 -0.947 -6.006  -0.064
Cl -1.659 -0.117 -8.513  -0.095
Cl -2.726 1.863 -6.695  -0.077
Cl -0.300 0.436 -6.019  -0.096
C -1.746 -5.103 2.103  0.223
Cl -0.549 -3.851 2.494  -0.022
Cl -0.918 -6.643 1.817  -0.099
Cl -2.878 -5.279 3.453  -0.086
Cl -2.637 -4.629 0.646  -0.002

Summary:
**Relative energy (zero: lowest compared OMol25 entry of this formula, charge and spin)**: 1.800 eV
**Charge**: +1


Computed, not measured: the ion C15H21BIN3O with charge +2, with ωB97M-V with the def2-TZVPD basis set.

Each line ends with the Mulliken charge.
Cartesian coordinates (Å):
C -0.057 4.582 1.857  -0.929
N -1.347 5.000 1.271  0.027
C -1.308 6.429 0.903  -1.026
B -1.977 4.140 0.373  0.497
O -3.011 4.358 -0.467  -0.509
N -1.503 2.663 0.261  -0.033
C -0.720 2.329 -0.779  -0.257
C -0.311 1.033 -0.970  -0.781
C -0.711 0.051 -0.063  0.678
C -0.301 -1.365 -0.253  0.559
C 0.291 -2.085 0.787  -0.766
C 0.670 -3.384 0.580  -0.249
N 0.477 -3.978 -0.614  0.029
C 0.943 -5.372 -0.787  -0.846
C 2.485 -5.504 -0.874  -0.377
C 3.272 -4.213 -1.129  -0.975
I 4.657 -3.772 0.433  0.098
C -0.099 -3.313 -1.626  -0.131
C -0.499 -2.009 -1.475  -0.736
C -1.510 0.423 1.019  -0.789
C -1.894 1.734 1.149  -0.345
H 0.362 5.413 2.415  0.357
H 0.674 4.299 1.098  0.355
H -0.199 3.746 2.537  0.294
H -1.271 7.040 1.802  0.353
H -0.425 6.645 0.303  0.358
H -2.186 6.727 0.338  0.329
H -3.509 5.166 -0.298  0.337
H -0.444 3.123 -1.459  0.538
H 0.323 0.796 -1.813  0.567
H 0.468 -1.632 1.753  0.563
H 1.148 -3.982 1.342  0.539
H 0.438 -5.798 -1.649  0.348
H 0.579 -5.917 0.080  0.425
H 2.831 -5.992 0.032  0.414
H 2.711 -6.197 -1.681  0.298
H 2.661 -3.323 -1.203  0.234
H 3.865 -4.273 -2.034  0.505
H -0.228 -3.845 -2.557  0.400
H -0.973 -1.509 -2.307  0.549
H -1.848 -0.302 1.745  0.567
H -2.524 2.066 1.961  0.533

Summary:
**Charge**: +2


Computed HOMO, in the same sequence as the records: -9.17 -11.82 -14.32 eV.
Computed strongest force on any atom, in the same sequence as the records: 1.119 3.353 1.461 eV/A.
Computed energy, in the same sequence as the records: -229.86792 -13721.50434 -1145.79237 a.u..